No. 1
DFT (wB97M-V/def2-TZVPD) results for a 2-piece molecular cluster, C5H14 overall in a non-equilibrium geometry.

Output
E_tot ... -198.85232 hartree
Multiplicity ... 1

```
19
Properties=species:S:1:pos:R:3:forces:R:3
H -2.6607 1.4767 -3.0071 -0.32 0.14 0.05
C -2.0327 0.9134 -2.3243 0.09 -0.46 -0.60
C 0.4435 -0.0027 1.7187 2.08 0.76 1.51
H -0.5265 2.3758 -2.1111 0.47 -0.16 -0.02
H 1.2225 -0.6351 -0.2149 1.25 -0.12 0.21
H -0.6539 1.3421 -0.6729 0.19 -0.24 -0.05
H 1.1791 0.8092 1.8427 0.33 -0.24 -0.07
H 2.9068 -1.4133 1.4547 -0.19 -1.25 0.21
C -1.2112 1.8369 -1.4605 0.32 0.82 0.06
C 1.0165 -1.0733 0.7610 -4.41 -0.74 0.23
C 1.9624 -2.0301 1.4763 2.44 1.35 -1.40
H -2.6509 0.1810 -1.7961 0.10 0.23 0.05
H 1.8465 -2.3190 2.5129 -0.93 0.45 0.21
H -1.7215 2.6709 -0.9812 -0.67 -0.26 0.12
H -1.3576 0.3633 -3.0008 -0.19 -0.07 0.38
H -0.4413 0.6269 1.6984 -0.73 -0.84 -1.14
H 0.1293 -1.6858 0.4646 0.29 0.18 0.22
H 0.4574 -0.4623 2.7088 -0.34 0.02 0.11
H 2.0924 -2.9746 0.9310 0.19 0.44 -0.10
```
Positions in Å, forces in eV/Å.

***

No. 2
DFT (wB97M-V/def2-TZVPD) results for C26H23N2OPPtSe as an isolated structure in a non-equilibrium geometry.

Output
Total charge ... +2
E_tot ... -4050.81171 hartree
Multiplicity ... 1

```
55
Properties=species:S:1:pos:R:3:forces:R:3
N -2.1169 -4.4233 -1.3652 0.05 -0.03 0.14
H 0.4694 -0.2579 6.1350 0.00 -0.01 0.00
H -1.7982 5.5376 0.7898 -0.01 -0.01 -0.01
P -0.3893 1.0310 -0.4571 0.22 -0.36 -0.54
H 1.0453 -2.2816 6.5994 -0.01 0.00 0.00
O 0.1189 -1.1531 2.5225 0.79 0.06 0.31
C 1.8383 -0.8122 -0.4330 0.21 -0.24 0.26
H 0.0722 -0.8139 -2.7998 0.03 -0.03 0.04
C -1.7543 -1.9105 -2.9694 -0.16 -0.09 -0.03
C 2.4494 2.4196 -3.0337 -0.13 0.01 0.07
H -3.6902 -2.8208 -2.8961 -0.01 -0.01 0.03
C 2.0194 0.2773 -1.2913 0.23 0.03 -0.12
C -3.3902 -1.5508 -1.1737 -0.09 -0.17 -0.31
C 1.2389 2.3270 -2.3154 0.11 0.08 -0.13
C -1.2705 -0.3762 -1.1467 0.23 -0.73 -0.21
C 0.4877 -2.0208 3.3863 -0.09 0.32 -0.07
C 4.0686 -1.5691 -0.8094 -0.10 -0.05 0.14
C 0.4730 -0.2944 5.0513 0.03 -0.08 0.01
C -2.5456 -0.6889 -0.5481 0.13 0.14 -0.25
H 0.3647 -3.5574 5.5886 -0.02 0.00 -0.02
Pt 0.0787 -1.1269 0.4498 -1.97 0.31 0.34
C -2.4892 2.4806 -1.4921 0.03 0.10 -0.04
C 1.0321 1.2632 -1.4733 0.07 0.39 -0.01
H -4.0346 3.6774 -2.3595 -0.01 0.00 0.03
C -1.3076 -4.0917 -0.6109 -0.06 0.07 -0.30
C -1.9838 4.6834 0.1528 0.02 -0.04 0.01
C -2.9982 4.7245 -0.7956 -0.02 0.01 0.01
H -2.6818 1.6329 -2.1379 0.00 0.01 0.00
N 0.6614 -1.6915 4.6286 -0.01 -0.01 0.16
C 1.0619 -2.7237 5.6096 -0.03 0.06 -0.03
H 0.4823 3.0932 -2.4317 0.01 0.01 0.02
C -2.9989 -2.1574 -2.3939 -0.02 0.10 0.17
H 2.6056 3.2462 -3.7127 -0.01 0.00 0.01
C -1.2108 3.5409 0.2865 -0.05 0.07 -0.07
H -0.4202 3.5034 1.0263 0.00 0.00 -0.01
H 1.2824 0.3251 4.6685 0.03 -0.02 -0.01
H 2.0688 -3.0772 5.4004 0.03 0.03 -0.01
C -3.2488 3.6317 -1.6173 0.01 -0.01 0.00
C 4.2773 -0.5555 -1.6963 0.02 0.09 -0.07
H -1.4780 -2.4043 -3.8908 0.00 -0.01 0.03
H -4.3654 -1.7635 -0.7570 0.02 -0.05 -0.02
C 2.8152 -1.7113 -0.1570 0.42 -0.10 -0.09
H -3.6057 5.6147 -0.8924 0.02 0.00 -0.01
H -0.4722 0.0822 4.6705 -0.02 -0.02 -0.01
H 4.3729 1.5733 -3.3763 -0.01 0.01 0.01
H -2.8539 -0.1750 0.3563 0.04 -0.02 0.04
C -1.4598 2.4493 -0.5488 -0.10 0.02 0.61
H 2.6618 -2.5368 0.5234 0.08 0.00 -0.03
H 5.2331 -0.4513 -2.1938 -0.02 -0.02 -0.03
H 4.8511 -2.2842 -0.5949 -0.02 -0.01 -0.01
C 3.2590 0.3919 -1.9590 0.06 0.06 -0.12
H 0.6327 -3.0697 3.1374 0.06 -0.05 -0.09
C -0.8854 -1.0472 -2.3524 -0.10 0.37 0.09
C 3.4308 1.4846 -2.8487 0.07 -0.08 0.05
Se -0.0033 -3.5929 0.5482 0.04 -0.13 0.09
```
Positions in Å, forces in eV/Å.

***

No. 3
DFT (wB97M-V/def2-TZVPD) results for a 7-piece molecular cluster, C50H66FN6O7P overall in a non-equilibrium geometry.

Output
E_tot ... -3240.82734 hartree
Multiplicity ... 1

```
131
Properties=species:S:1:pos:R:3:forces:R:3
H -7.2879 -0.8321 1.7782 0.06 -0.02 0.06
O -2.1065 2.8489 -2.8594 2.20 -4.32 7.59
C 3.9280 4.5653 -2.0526 0.84 1.39 -0.02
C 5.6638 9.6742 -3.2826 0.24 0.11 -0.04
H -4.9027 -0.5052 -2.2522 2.03 -0.62 -1.17
H -0.7853 1.4107 1.4576 2.43 0.50 -0.36
N -4.9103 -1.0821 7.0539 0.18 0.49 0.92
H 6.8346 11.4182 -3.7609 0.00 -0.12 0.02
C 0.5067 4.6267 -1.3109 0.55 0.05 -0.43
C 6.8483 10.3531 -3.5483 0.01 0.00 0.00
C 6.3944 3.6963 -1.6913 2.75 -1.85 -2.22
H 6.1436 3.8170 -0.5364 0.42 -0.72 -2.68
H 1.7372 3.3289 0.6469 -2.59 -0.01 0.65
H 2.2125 5.9352 -2.9523 1.12 -2.19 -0.05
C -3.8524 -0.6790 -2.7817 0.17 1.36 1.72
O -2.9896 5.0859 -0.9994 2.30 -2.16 1.59
C -2.9965 1.1419 -1.0712 0.82 0.03 -0.49
H 8.7222 2.1684 -4.0630 -1.00 1.99 0.94
C -4.8096 -1.9941 3.7621 0.10 -0.06 0.07
O -1.5427 5.6655 1.1770 -1.14 -4.96 -3.23
H -4.0306 -9.6468 -0.5211 -0.05 -0.11 0.03
H -6.2553 -2.5562 -1.6274 1.50 -1.60 -0.76
C 4.3181 -2.8350 0.4226 -0.18 0.20 0.02
H 0.8029 -2.9679 -1.0488 0.04 0.03 0.03
C 2.8580 4.4759 -4.6042 -0.63 -0.64 -0.43
C 3.8118 -3.9402 -0.2425 -0.86 -0.14 -0.40
H -1.6161 -0.5386 -1.9691 -2.29 0.19 0.58
N -4.7865 -9.2560 1.3578 -0.24 -1.00 0.01
H -2.9665 -2.7993 2.9730 -0.08 0.01 -0.06
H 4.7103 10.1901 -3.2831 0.08 -0.07 0.01
H 1.8740 2.8933 -1.8904 -0.70 1.84 -1.28
H -2.6074 0.9289 8.5071 -0.08 -0.06 -0.03
C -4.3202 -2.1451 1.4347 -0.73 0.34 -0.31
H 3.8045 3.6977 -1.2758 -0.13 1.50 -1.67
N -0.4416 -8.3921 -0.5048 -0.07 0.84 -0.38
H 4.0677 5.5594 -1.4064 -0.15 -2.17 -1.22
O -3.0258 -3.7245 -1.8570 -6.59 4.45 -3.60
H -2.9670 1.0969 0.0977 0.00 0.61 -2.34
H -4.6096 -12.0767 -0.5054 0.00 0.08 0.07
C 5.7322 8.3163 -3.0153 0.77 -0.55 0.03
H 3.0943 3.3198 -4.7846 -0.43 2.49 0.62
H -5.4956 -4.2020 -1.0441 -0.02 1.65 -1.96
C -4.8428 -11.4468 0.3456 -0.14 -0.09 0.24
H -0.1686 5.4294 -1.8348 1.31 -1.48 1.06
C -4.4117 0.2337 9.4713 0.00 0.00 -0.01
H -6.2380 -11.4976 3.4380 0.05 0.06 -0.07
H 1.5154 -8.2959 -1.1492 -0.03 0.06 -0.01
C -2.7231 -0.4185 -1.5890 -0.33 0.36 -0.13
H 4.8357 7.7427 -2.7988 0.00 0.04 -0.02
H 5.3206 3.5353 -3.6950 -0.18 1.75 1.61
H 8.9293 7.7057 -3.2495 -0.06 0.07 0.00
H -2.4248 -8.2759 0.0492 0.06 0.14 0.01
H 1.5570 -0.8879 0.1112 0.17 -0.31 -0.07
H 8.9283 2.2332 -0.3455 -1.54 -1.05 -1.67
C 0.5777 -7.7490 -1.1154 -0.69 -0.48 0.43
H -0.8844 -4.8446 -2.0207 -0.05 -0.16 0.06
H 5.3241 -2.8460 0.8264 -0.08 -0.03 -0.05
H -4.0297 1.5747 -1.4799 2.34 -1.01 1.01
C -4.0584 -3.0536 -2.4034 4.56 -2.90 2.19
C 8.2771 3.1823 -3.6457 0.14 -0.77 0.63
N 6.8840 7.6103 -3.0013 -0.05 1.05 -0.22
H 3.8650 -0.8309 1.0697 -0.06 -0.07 -0.06
H -2.4137 3.4227 2.2416 -0.87 0.31 -1.62
C -0.7605 -5.8369 -1.5968 0.07 0.05 -0.03
H -4.5389 -2.1453 4.8030 -0.13 0.07 -0.09
H 5.8214 5.3679 -3.1532 -1.18 -2.23 0.27
H -0.3497 1.8370 3.8636 2.16 -0.11 -1.51
H 8.9911 10.1541 -3.7418 -0.08 -0.07 0.02
H -2.4583 5.2349 -1.8363 -0.65 -0.62 1.32
N 2.5681 -3.9968 -0.7671 0.42 0.83 0.45
H -6.1752 -4.0616 -2.8184 1.53 1.48 1.63
C 0.4689 -6.4833 -1.6690 -0.21 0.01 -0.07
H 1.4858 2.4500 3.5413 -1.86 -1.47 -0.67
H 3.7014 5.0871 -5.1383 -1.60 -1.03 1.21
C 1.7988 -2.8963 -0.6205 0.53 -0.84 -0.13
C -5.7517 -11.1237 2.5442 0.07 -0.14 -0.24
C 1.4218 3.8280 -2.4483 -0.22 -0.04 0.35
C -5.5612 -0.5331 9.3128 0.24 0.14 -0.01
P -1.9785 4.4006 0.2767 -0.40 6.29 3.59
H 1.8276 4.6603 -5.1773 2.26 -0.23 1.25
O -3.7433 -2.0069 -3.4108 -1.25 -0.82 3.07
H 1.3218 -6.0133 -2.1453 -0.09 -0.03 0.14
H -6.6442 -1.7801 7.9261 0.05 0.05 0.05
C -3.8040 -0.3291 7.2370 -0.72 -0.52 -0.21
C -4.5226 -10.0987 0.3353 -0.17 0.65 0.64
H 9.0641 1.1446 -1.8808 -1.66 1.41 1.27
H 4.4108 -4.8365 -0.3752 -0.01 0.07 0.03
C 0.5919 3.2972 0.9747 -0.31 -1.48 0.31
C 0.6378 1.6972 3.2153 0.30 -0.56 -0.60
C -5.4685 -11.9661 1.4740 0.00 0.01 -0.01
C -0.3767 3.5792 -0.3593 2.17 0.22 0.19
C -5.5998 -3.4669 -1.9616 0.16 -0.31 -0.03
H -2.8007 -5.9975 -0.9037 0.14 -0.03 -0.01
H 9.2199 3.8868 -3.4630 -2.19 -1.30 -0.55
H -5.5992 -9.0902 3.2461 0.01 -0.08 -0.04
H -3.6684 -2.4102 0.6075 -0.03 -0.15 0.12
H -3.7256 0.2033 -3.5449 -0.16 -2.20 1.02
C 2.2170 -1.7435 0.0245 0.12 -0.02 0.02
C -1.8388 2.1620 -1.7146 -1.67 2.50 -4.66
H 1.0364 0.6047 3.3968 -0.84 2.17 -0.27
C -6.3397 -1.2621 2.0884 0.43 -0.18 -0.70
H 1.3054 5.1709 -0.6099 -2.09 -1.01 -1.41
F 1.3066 0.8777 0.9106 -2.22 1.85 1.30
H -3.1352 -0.2746 6.3825 -0.01 0.02 0.07
C -3.5126 0.3395 8.4151 -0.20 -0.04 0.18
O -0.5553 2.2695 -1.0040 -3.17 0.83 -0.99
C 7.5879 2.9468 -2.1689 -2.58 0.97 1.41
H 0.3920 4.0487 1.8508 0.33 -1.15 -2.01
C 5.3484 4.3274 -2.8342 1.28 0.36 1.86
O -2.9206 3.3757 1.3692 2.38 1.23 -1.71
H 7.5432 3.5949 -4.4640 1.50 -0.53 1.83
C 8.0174 8.2962 -3.2647 -0.68 -0.59 0.19
C 8.0509 9.6539 -3.5392 -0.27 0.12 0.01
H -2.8600 -1.1379 -0.6603 0.19 1.54 -2.18
N -5.5071 -1.6048 1.0815 0.29 -0.10 0.84
C -1.8297 -6.4742 -0.9758 0.16 0.06 -0.06
C -5.3962 -9.7886 2.4390 0.42 0.47 -0.68
C 2.6324 4.8294 -3.0199 -0.94 -1.22 0.12
H 0.7920 3.4111 -3.3450 0.92 0.95 1.87
H -6.7451 -1.1379 4.1973 0.09 -0.02 -0.06
C -3.9311 -2.3591 2.7474 -0.21 0.12 0.10
C -1.6224 -7.7387 -0.4485 0.75 -0.53 0.00
C -5.7638 -1.1677 8.0977 0.49 -0.01 -0.75
H -5.7336 -13.0184 1.5192 0.03 0.12 0.00
H -6.2819 -0.6347 10.1162 0.06 -0.01 -0.09
C 3.5024 -1.7164 0.5559 -0.02 -0.02 -0.01
C -6.0386 -1.4335 3.4300 0.24 -0.11 -0.01
C 0.3227 1.7861 1.5820 0.61 0.59 1.30
H -4.2181 0.7448 10.4099 -0.02 -0.06 -0.11
C 8.2885 1.7610 -1.2245 0.72 0.51 -0.62
H 7.5038 0.9713 -0.8371 1.50 1.92 -0.66
```
Positions in Å, forces in eV/Å.